# 1
C20H36Cl16FN2O2 | ωB97M-V with the def2-TZVPD basis set

Values from the calculation:
* E_LUMO (spin up / spin down): 0.30 / 0.14 eV
* <S²>: 0.7539
* strongest force on any atom: 2.13 eV Å⁻¹
* highest occupied orbital energy (spin up / spin down): -8.66 / -9.62 eV

Geometry as ORCA input:
```
! RIJCOSX wB97M-V def2-TZVPD def2/J DEFGRID3
* xyz 0 2
C -0.30 3.40 1.28
C -0.72 2.68 0.02
F -2.12 2.55 0.08
C -0.13 1.28 -0.24
N -0.87 0.83 -1.47
C -0.62 -0.22 -2.01
O -0.48 -1.23 -2.56
C -0.47 0.33 0.91
C 0.72 -0.25 1.70
C 1.21 0.68 2.81
C 0.18 -1.52 2.36
N 1.81 -0.67 0.78
O 2.77 -1.24 1.43
C 2.34 0.31 -0.23
C 2.64 -0.50 -1.52
C 3.66 0.93 0.22
C 1.36 1.47 -0.53
H -0.83 2.97 2.13
H 0.77 3.41 1.44
H -0.63 4.43 1.21
H -0.52 3.29 -0.87
H -1.16 0.77 1.63
H -1.00 -0.54 0.52
H 0.34 1.13 3.27
H 1.71 0.10 3.59
H 1.85 1.50 2.47
H -0.65 -1.25 3.01
H -0.19 -2.17 1.56
H 0.93 -2.02 2.95
H 3.69 -0.74 -1.60
H 2.29 0.00 -2.42
H 2.12 -1.46 -1.46
H 3.60 1.39 1.20
H 4.48 0.22 0.17
H 3.88 1.73 -0.50
H 1.72 2.36 -0.02
H 1.43 1.69 -1.59
C 0.73 -2.23 -5.18
Cl 0.77 -2.59 -6.92
Cl 2.30 -2.52 -4.43
H 0.47 -1.18 -5.06
H -0.01 -2.86 -4.71
C -2.60 1.43 5.48
Cl -2.56 1.42 3.71
Cl -1.59 0.15 6.16
H -2.24 2.39 5.83
H -3.62 1.27 5.80
C -4.12 -1.78 3.79
Cl -3.08 -2.63 2.64
Cl -5.82 -2.24 3.61
H -3.81 -2.02 4.79
H -4.02 -0.72 3.59
C -4.10 -3.74 -1.49
Cl -4.03 -5.16 -0.45
Cl -3.48 -2.30 -0.67
H -3.48 -3.92 -2.37
H -5.12 -3.56 -1.78
C -5.25 0.78 -1.32
Cl -6.19 0.02 -2.61
Cl -6.27 1.78 -0.26
H -4.80 0.00 -0.72
H -4.49 1.41 -1.76
C -1.20 4.31 8.56
Cl -0.21 3.37 7.43
Cl -2.92 3.98 8.37
H -0.90 4.04 9.57
H -1.02 5.36 8.38
C 3.38 -0.91 -8.64
Cl 2.95 0.77 -8.27
Cl 4.16 -1.06 -10.22
H 4.07 -1.26 -7.88
H 2.48 -1.50 -8.64
C 6.21 -2.93 -4.81
Cl 6.34 -1.81 -6.17
Cl 5.46 -2.18 -3.40
H 5.60 -3.77 -5.11
H 7.21 -3.25 -4.54
*
```


# 2
C20H36Cl2N2O3PSn | ωB97M-V with the def2-TZVPD basis set

Values from the calculation:
* E_LUMO: 2.41 eV
* strongest force on any atom: 4.82 eV Å⁻¹
* energy relative to the best compared isomer or geometry (same formula, charge and spin): 0.0 kcal/mol
* highest occupied orbital energy: -0.57 eV

Geometry as ORCA input:
```
! RIJCOSX wB97M-V def2-TZVPD def2/J DEFGRID3
* xyz -1 1
O -1.31 0.48 1.59
C -2.37 -0.31 2.00
C -2.08 -0.88 3.39
C -0.78 -1.06 3.87
H 0.07 -0.80 3.24
C -0.57 -1.60 5.15
H 0.45 -1.72 5.50
C -1.66 -1.98 5.93
H -1.50 -2.42 6.92
C -2.97 -1.81 5.45
H -3.83 -2.12 6.05
C -3.17 -1.25 4.19
H -4.18 -1.11 3.78
H -3.26 0.33 2.09
C -3.66 -0.92 -0.18
C -2.76 -1.39 0.92
H -4.40 -1.70 -0.43
H -3.11 -0.68 -1.10
H -4.21 -0.03 0.16
C -2.45 -2.69 1.12
C -2.92 -3.82 0.28
H -1.86 -2.97 2.00
H -3.62 -4.45 0.84
H -2.06 -4.46 0.02
H -3.41 -3.53 -0.66
Sn 0.05 -0.11 -0.06
Cl 1.67 -1.33 1.31
Cl -0.67 -1.88 -1.47
C 2.40 -0.96 -2.03
O 1.71 0.07 -1.77
N 3.00 -1.15 -3.20
C 3.06 -0.12 -4.23
C 3.68 -2.40 -3.51
H 2.52 -1.77 -1.29
H 2.41 0.71 -3.95
H 2.72 -0.55 -5.18
H 4.09 0.24 -4.37
H 3.50 -3.10 -2.69
H 4.76 -2.25 -3.64
H 3.27 -2.82 -4.44
H -2.18 3.30 -3.78
H -2.84 5.07 -1.88
C -2.81 2.64 -3.17
C -3.26 4.23 -1.30
N -2.67 2.97 -1.75
H -2.54 1.60 -3.35
C -1.92 2.24 -0.93
O -1.22 1.26 -1.37
H -3.03 4.36 -0.24
H -1.93 2.52 0.13
H -3.85 2.80 -3.46
H -4.35 4.21 -1.43
C 3.10 2.00 1.31
P 1.40 2.11 0.65
C 0.48 2.98 1.96
C 1.58 3.32 -0.69
H 3.13 1.35 2.19
H 3.44 3.01 1.58
H 3.77 1.59 0.55
H 1.00 3.92 2.21
H -0.54 3.22 1.65
H 0.44 2.34 2.85
H 1.87 4.29 -0.27
H 2.38 2.97 -1.37
H 0.66 3.45 -1.26
*
```


What did the first record say?
C20H36Cl16FN2O2 | ωB97M-V with the def2-TZVPD basis set

Values from the calculation:
* E_LUMO (spin up / spin down): 0.30 / 0.14 eV
* <S²>: 0.7539
* strongest force on any atom: 2.13 eV Å⁻¹
* highest occupied orbital energy (spin up / spin down): -8.66 / -9.62 eV

Geometry as ORCA input:
```
! RIJCOSX wB97M-V def2-TZVPD def2/J DEFGRID3
* xyz 0 2
C -0.30 3.40 1.28
C -0.72 2.68 0.02
F -2.12 2.55 0.08
C -0.13 1.28 -0.24
N -0.87 0.83 -1.47
C -0.62 -0.22 -2.01
O -0.48 -1.23 -2.56
C -0.47 0.33 0.91
C 0.72 -0.25 1.70
C 1.21 0.68 2.81
C 0.18 -1.52 2.36
N 1.81 -0.67 0.78
O 2.77 -1.24 1.43
C 2.34 0.31 -0.23
C 2.64 -0.50 -1.52
C 3.66 0.93 0.22
C 1.36 1.47 -0.53
H -0.83 2.97 2.13
H 0.77 3.41 1.44
H -0.63 4.43 1.21
H -0.52 3.29 -0.87
H -1.16 0.77 1.63
H -1.00 -0.54 0.52
H 0.34 1.13 3.27
H 1.71 0.10 3.59
H 1.85 1.50 2.47
H -0.65 -1.25 3.01
H -0.19 -2.17 1.56
H 0.93 -2.02 2.95
H 3.69 -0.74 -1.60
H 2.29 0.00 -2.42
H 2.12 -1.46 -1.46
H 3.60 1.39 1.20
H 4.48 0.22 0.17
H 3.88 1.73 -0.50
H 1.72 2.36 -0.02
H 1.43 1.69 -1.59
C 0.73 -2.23 -5.18
Cl 0.77 -2.59 -6.92
Cl 2.30 -2.52 -4.43
H 0.47 -1.18 -5.06
H -0.01 -2.86 -4.71
C -2.60 1.43 5.48
Cl -2.56 1.42 3.71
Cl -1.59 0.15 6.16
H -2.24 2.39 5.83
H -3.62 1.27 5.80
C -4.12 -1.78 3.79
Cl -3.08 -2.63 2.64
Cl -5.82 -2.24 3.61
H -3.81 -2.02 4.79
H -4.02 -0.72 3.59
C -4.10 -3.74 -1.49
Cl -4.03 -5.16 -0.45
Cl -3.48 -2.30 -0.67
H -3.48 -3.92 -2.37
H -5.12 -3.56 -1.78
C -5.25 0.78 -1.32
Cl -6.19 0.02 -2.61
Cl -6.27 1.78 -0.26
H -4.80 0.00 -0.72
H -4.49 1.41 -1.76
C -1.20 4.31 8.56
Cl -0.21 3.37 7.43
Cl -2.92 3.98 8.37
H -0.90 4.04 9.57
H -1.02 5.36 8.38
C 3.38 -0.91 -8.64
Cl 2.95 0.77 -8.27
Cl 4.16 -1.06 -10.22
H 4.07 -1.26 -7.88
H 2.48 -1.50 -8.64
C 6.21 -2.93 -4.81
Cl 6.34 -1.81 -6.17
Cl 5.46 -2.18 -3.40
H 5.60 -3.77 -5.11
H 7.21 -3.25 -4.54
*
```


Q: Among the records above, which one has the highest strongest force on any atom?
A: C20H36Cl2N2O3PSn


What did the first record say?
C20H36Cl16FN2O2 | ωB97M-V with the def2-TZVPD basis set

Values from the calculation:
* E_LUMO (spin up / spin down): 0.30 / 0.14 eV
* <S²>: 0.7539
* strongest force on any atom: 2.13 eV Å⁻¹
* highest occupied orbital energy (spin up / spin down): -8.66 / -9.62 eV

Geometry as ORCA input:
```
! RIJCOSX wB97M-V def2-TZVPD def2/J DEFGRID3
* xyz 0 2
C -0.30 3.40 1.28
C -0.72 2.68 0.02
F -2.12 2.55 0.08
C -0.13 1.28 -0.24
N -0.87 0.83 -1.47
C -0.62 -0.22 -2.01
O -0.48 -1.23 -2.56
C -0.47 0.33 0.91
C 0.72 -0.25 1.70
C 1.21 0.68 2.81
C 0.18 -1.52 2.36
N 1.81 -0.67 0.78
O 2.77 -1.24 1.43
C 2.34 0.31 -0.23
C 2.64 -0.50 -1.52
C 3.66 0.93 0.22
C 1.36 1.47 -0.53
H -0.83 2.97 2.13
H 0.77 3.41 1.44
H -0.63 4.43 1.21
H -0.52 3.29 -0.87
H -1.16 0.77 1.63
H -1.00 -0.54 0.52
H 0.34 1.13 3.27
H 1.71 0.10 3.59
H 1.85 1.50 2.47
H -0.65 -1.25 3.01
H -0.19 -2.17 1.56
H 0.93 -2.02 2.95
H 3.69 -0.74 -1.60
H 2.29 0.00 -2.42
H 2.12 -1.46 -1.46
H 3.60 1.39 1.20
H 4.48 0.22 0.17
H 3.88 1.73 -0.50
H 1.72 2.36 -0.02
H 1.43 1.69 -1.59
C 0.73 -2.23 -5.18
Cl 0.77 -2.59 -6.92
Cl 2.30 -2.52 -4.43
H 0.47 -1.18 -5.06
H -0.01 -2.86 -4.71
C -2.60 1.43 5.48
Cl -2.56 1.42 3.71
Cl -1.59 0.15 6.16
H -2.24 2.39 5.83
H -3.62 1.27 5.80
C -4.12 -1.78 3.79
Cl -3.08 -2.63 2.64
Cl -5.82 -2.24 3.61
H -3.81 -2.02 4.79
H -4.02 -0.72 3.59
C -4.10 -3.74 -1.49
Cl -4.03 -5.16 -0.45
Cl -3.48 -2.30 -0.67
H -3.48 -3.92 -2.37
H -5.12 -3.56 -1.78
C -5.25 0.78 -1.32
Cl -6.19 0.02 -2.61
Cl -6.27 1.78 -0.26
H -4.80 0.00 -0.72
H -4.49 1.41 -1.76
C -1.20 4.31 8.56
Cl -0.21 3.37 7.43
Cl -2.92 3.98 8.37
H -0.90 4.04 9.57
H -1.02 5.36 8.38
C 3.38 -0.91 -8.64
Cl 2.95 0.77 -8.27
Cl 4.16 -1.06 -10.22
H 4.07 -1.26 -7.88
H 2.48 -1.50 -8.64
C 6.21 -2.93 -4.81
Cl 6.34 -1.81 -6.17
Cl 5.46 -2.18 -3.40
H 5.60 -3.77 -5.11
H 7.21 -3.25 -4.54
*
```